(1)
C6H5FINO3S | ωB97M-V with the def2-TZVPD basis set

Geometry as XYZ:
```
18
Properties=species:S:1:pos:R:3:lowdin_charge:R:1
O -1.01881 -0.31281 2.40572 0.097
N -0.74000 -1.10675 1.51509 -0.325
O -0.31068 -2.21139 1.63030 0.101
C -0.96826 -0.70967 0.01727 -0.416
O -2.14041 -1.37355 -0.40128 0.039
C -1.09140 0.81338 -0.10086 0.023
C -0.02957 1.63786 -0.27605 -0.120
C 1.27856 1.15293 -0.37824 -0.557
S 2.71926 2.08831 -0.41568 0.957
F 2.10047 3.45430 0.42812 -0.462
C 1.39295 -0.48197 -0.30584 -0.688
I 3.24921 -1.40582 -0.30540 0.923
C 0.24131 -1.23723 -0.71761 -0.237
H -2.95375 -0.82239 -0.15424 0.152
H -2.00985 1.19104 -0.29603 0.079
H -0.17821 2.76717 -0.39344 0.145
H 0.07722 -1.11342 -1.80012 0.157
H 0.38194 -2.33000 -0.45173 0.132
```

As for the lowest unoccupied orbital energy (spin up / spin down): -1.27 / -1.02 eV. The value obtained for the orbital gap (spin up / spin down) is 7.09 / 7.16 eV. The HOMO energy (spin up / spin down) comes out at -8.36 / -8.18 eV. Its spin multiplicity is 1. Its net charge is 0. Its SMILES is O=[N+]([O-])[C@@]1(O)C=CC(SF)=C(I)C1.

(2)
C3H11O2S | ωB97M-V with the def2-TZVPD basis set

Geometry as XYZ:
```
17
Properties=species:S:1:pos:R:3:lowdin_charge:R:1
C 1.02851 1.13144 0.06243 -0.149
C -0.20170 1.14741 -0.93376 -0.327
C -1.52545 1.13164 -0.14880 -0.795
S -1.80017 -0.23070 1.03284 0.193
H 1.57806 2.04645 -0.16987 0.057
H 1.72702 0.31287 -0.03398 0.018
H 0.64461 1.04078 1.08433 0.038
H -0.11156 2.14490 -1.37958 0.085
H -0.11209 0.24593 -1.52653 0.072
H -2.36125 1.08815 -0.86929 0.021
H -1.73925 2.13462 0.25962 0.039
H 2.56468 -0.88349 -1.27054 0.002
H 1.72408 -0.07710 -2.25609 0.004
O 2.49515 -0.64304 -2.18116 -0.056
H 0.86166 -2.66840 0.82234 0.008
H 0.47105 -1.29479 1.31440 -0.080
O 1.08759 -2.03490 1.50006 -0.128
```

As for the lowest unoccupied orbital energy: 3.85 eV. The value obtained for the orbital gap is 6.64 eV. The HOMO energy comes out at -2.79 eV. Its spin multiplicity is 1. Its net charge is -1.

(3)
C4H4F2O | ωB97M-V with the def2-TZVPD basis set

Geometry as XYZ:
```
11
Properties=species:S:1:pos:R:3:lowdin_charge:R:1
C 1.17276 -0.07339 0.76489 0.044
C 0.14785 0.26821 0.05677 -0.131
C -0.69878 -0.82674 -0.42589 -0.315
O -0.54821 -1.90105 -0.79221 0.160
C -2.45442 -0.35665 -0.06272 -0.301
F -2.55928 0.26914 1.15906 -0.001
F -2.89728 0.50176 -0.95852 0.054
H 1.76370 0.61906 1.28500 0.055
H 1.38152 -1.17931 0.79453 0.106
H -0.13245 1.37699 -0.16009 0.158
H -3.25022 -1.23462 0.00978 0.169
```

As for the lowest unoccupied orbital energy: 0.33 eV. The value obtained for the orbital gap is 9.95 eV. The HOMO energy comes out at -9.62 eV. Its spin multiplicity is 1. Its net charge is 0. Its SMILES is C=CC(=O)C(F)F.

(4)
C4H15NO2 | ωB97M-V with the def2-TZVPD basis set

Geometry as XYZ:
```
22
Properties=species:S:1:pos:R:3:lowdin_charge:R:1
C 1.15073 -0.65905 -1.61595 -0.103
C 2.13356 -0.39502 -0.34124 -0.261
C 1.49889 -0.78817 0.98810 -0.243
C -0.03116 -0.37601 1.16592 -0.286
N -0.03408 1.05301 1.07148 -0.019
H 1.74048 -0.76612 -2.54830 0.062
H 0.38153 0.09865 -1.76767 0.050
H 0.63074 -1.60743 -1.39791 0.070
H 2.93489 -1.09784 -0.63691 0.087
H 2.51444 0.77603 -0.23249 0.143
H 1.64599 -1.85696 1.20348 0.095
H 2.14400 -0.15738 1.77920 0.131
H -0.51457 -0.95141 2.11806 0.157
H -0.62958 -0.63263 0.35685 0.033
H 0.96641 1.35725 1.37912 0.111
H -0.57557 1.40360 1.76522 0.025
O -2.46239 2.15032 0.00463 -0.048
H -2.40499 2.92253 -0.47610 -0.010
H -1.54102 1.81747 -0.10880 0.022
O -2.82201 -0.90744 -0.93236 -0.076
H -3.10478 0.01558 -0.68060 0.038
H -3.62148 -1.39899 -1.09371 0.020
```

As for the lowest unoccupied orbital energy: 0.91 eV. The value obtained for the orbital gap is 10.64 eV. The HOMO energy comes out at -9.73 eV. Its spin multiplicity is 1. Its net charge is 0. Its SMILES is CCCCN.O.O.

(5)
C24H42FNO18S2 | ωB97M-V with the def2-TZVPD basis set

Geometry as XYZ:
```
88
Properties=species:S:1:pos:R:3:lowdin_charge:R:1
C 7.75090 -0.20767 -2.19306 -0.113
C 7.88123 1.02825 -3.08431 -0.246
C 6.50376 1.47839 -3.60115 -0.171
C 5.91011 2.56380 -2.72277 -0.215
O 4.57197 2.76775 -3.16499 -0.138
N 3.83649 3.68992 -2.41501 -0.201
C 3.64167 3.31730 -1.01185 -0.195
C 3.23367 1.85809 -0.83916 -0.150
C 1.70603 1.62770 -0.94127 -0.184
C 1.24956 0.50887 -1.87059 -0.229
S 1.19695 0.85494 -3.59412 0.576
O 0.48709 -0.24867 -4.18343 -0.298
O 2.49165 1.08850 -4.15625 -0.267
O 0.31855 2.16681 -3.72101 -0.138
S 4.28074 5.29952 -2.59389 0.623
O 3.14924 6.03606 -3.03199 -0.230
O 4.99480 5.75075 -1.44891 -0.238
F 5.25416 5.18429 -3.78534 -0.102
H 8.72337 -0.56504 -1.85977 0.068
H 7.13672 0.01828 -1.32097 0.068
H 7.28169 -1.02239 -2.74023 0.073
H 8.39098 1.83183 -2.55745 0.106
H 8.45665 0.72483 -3.95753 0.103
H 6.51505 1.78164 -4.64494 0.120
H 5.82391 0.62630 -3.53571 0.114
H 5.95935 2.22477 -1.68399 0.123
H 6.52097 3.46457 -2.80694 0.120
H 4.52124 3.53179 -0.40236 0.111
H 2.84361 3.94060 -0.61139 0.131
H 3.73524 1.20502 -1.55104 0.106
H 3.58454 1.56077 0.14653 0.117
H 1.20849 2.56654 -1.17650 0.113
H 1.35567 1.32681 0.04544 0.108
H 1.82595 -0.40370 -1.75750 0.127
H 0.21801 0.27044 -1.61603 0.095
H 0.45926 2.48060 -4.62641 0.106
C -4.61147 -1.13641 1.16825 -0.011
C -3.37878 -0.99085 0.32019 -0.304
C -2.93609 -2.25172 -0.38355 -0.067
O -1.50596 -2.06189 -0.47562 0.068
C -1.14060 -1.25621 0.53971 -0.583
O -0.00988 -1.06073 0.87718 0.122
O -2.21245 -0.71350 1.13740 0.091
H -4.46650 -1.90155 1.93032 0.090
H -4.83005 -0.20474 1.68719 0.086
H -5.47407 -1.40561 0.55942 0.094
H -3.48251 -0.16463 -0.38830 0.158
H -3.37387 -2.37433 -1.36866 0.116
H -3.11869 -3.14555 0.21602 0.146
C -4.01129 0.71693 5.76613 -0.018
C -5.34005 0.01881 5.63394 -0.325
C -5.45887 -1.28400 6.39288 -0.083
O -6.41740 -2.00250 5.60287 0.069
C -6.32592 -1.54960 4.33172 -0.565
O -6.83627 -2.06461 3.39256 0.165
O -5.56064 -0.42822 4.28120 0.064
H -3.20324 0.06976 5.42312 0.087
H -3.99007 1.62074 5.15788 0.087
H -3.82939 0.99250 6.80466 0.092
H -6.15734 0.69734 5.89395 0.157
H -5.82163 -1.16286 7.41004 0.139
H -4.52318 -1.84811 6.40332 0.137
C -2.96695 -0.30909 -4.58263 -0.016
C -3.92777 -1.44283 -4.35343 -0.320
C -5.18423 -1.43069 -5.19442 -0.085
O -6.12206 -2.11306 -4.34595 0.070
C -5.73057 -1.92567 -3.06428 -0.563
O -6.37329 -2.20050 -2.10613 0.171
O -4.48960 -1.37976 -3.02524 0.044
H -3.44980 0.65230 -4.39854 0.095
H -2.12052 -0.38679 -3.90134 0.069
H -2.58066 -0.32348 -5.60108 0.098
H -3.41108 -2.40213 -4.44641 0.163
H -5.07948 -1.95390 -6.14084 0.139
H -5.55391 -0.41871 -5.37465 0.140
C 2.42379 -1.52241 4.96278 -0.022
C 1.34941 -2.57824 4.95736 -0.326
C 0.31144 -2.43519 3.86823 -0.096
O -0.83973 -3.04976 4.47093 0.063
C -0.72059 -2.91687 5.81198 -0.571
O -1.58795 -3.13534 6.59289 0.156
O 0.52332 -2.48822 6.13628 0.083
H 1.98516 -0.52962 5.06764 0.091
H 3.10431 -1.67105 5.80050 0.086
H 2.99694 -1.56214 4.03678 0.091
H 1.79590 -3.57638 4.93999 0.159
H 0.57626 -2.94284 2.94509 0.137
H 0.06851 -1.39439 3.64654 0.134
```

As for the lowest unoccupied orbital energy: 0.32 eV. The value obtained for the orbital gap is 10.54 eV. The HOMO energy comes out at -10.22 eV. Its spin multiplicity is 1. Its net charge is 0. Its SMILES is CCCCON(CCCCS(=O)(=O)O)S(=O)(=O)F.C[C@@H]1COC(=O)O1.C[C@@H]1COC(=O)O1.C[C@@H]1COC(=O)O1.C[C@@H]1COC(=O)O1.

(6)
C20H58O20P5S | ωB97M-V with the def2-TZVPD basis set

Geometry as XYZ:
```
104
Properties=species:S:1:pos:R:3:lowdin_charge:R:1
C 6.23700 -5.05775 1.92125 -0.141
C 5.59580 -3.89690 0.92801 -0.261
C 4.79004 -2.80807 1.83861 -0.208
C 3.18327 -3.02781 1.98694 -0.255
C 2.56651 -4.38197 1.31529 -0.387
S 0.85848 -4.66733 2.12278 0.984
H 7.04838 -5.67310 1.31176 0.090
H 6.83988 -4.45188 2.75472 0.094
H 5.43837 -5.73153 2.44695 0.069
H 5.01884 -4.32096 0.00439 0.104
H 6.54251 -3.32225 0.47981 0.126
H 5.27020 -2.74695 2.92725 0.134
H 4.99565 -1.73985 1.34627 0.126
H 2.66309 -2.03342 1.58101 0.118
H 2.92708 -3.07351 3.14549 0.121
H 3.23770 -5.33732 1.38635 0.113
H 2.31284 -4.11826 0.17948 0.125
H 0.01511 -5.39502 1.23124 0.004
H 0.29342 -3.38561 2.35814 0.027
C 1.33122 -0.03423 3.78722 -0.161
O 2.66907 0.16280 4.20364 -0.278
P 3.59644 1.11044 3.09244 0.776
O 4.88305 0.60578 3.75613 -0.256
O 3.06632 2.48141 3.84773 -0.297
C 3.25033 2.61192 5.24798 -0.105
O 4.52389 2.05806 1.98125 -0.338
C 5.31841 3.12063 2.47978 -0.112
H 0.81420 -0.63791 4.53724 0.092
H 0.81889 0.92509 3.68516 0.088
H 1.31783 -0.56552 2.83155 0.047
H 4.05415 1.97460 5.62610 0.092
H 2.31459 2.35988 5.75859 0.091
H 3.50013 3.65146 5.47106 0.097
H 5.82559 2.85095 3.40891 0.089
H 4.69722 4.00661 2.63525 0.092
H 6.07558 3.36639 1.72989 0.100
C -0.76727 0.70589 -3.38255 -0.137
O -0.32670 0.60945 -2.04141 -0.317
P 1.36848 0.90193 -1.85798 0.798
O 1.31862 0.24538 -0.47342 -0.305
O 1.05700 2.52001 -1.73219 -0.291
C 0.12972 2.96966 -0.75773 -0.109
O 3.06368 1.19435 -1.67447 -0.289
C 3.50349 2.07225 -0.65236 -0.135
H -1.84183 0.50958 -3.41522 0.093
H -0.57447 1.70660 -3.77576 0.089
H -0.25048 -0.03893 -3.99402 0.083
H 0.00035 2.25442 0.05896 0.062
H -0.83724 3.15228 -1.23887 0.094
H 0.49364 3.91019 -0.33848 0.098
H 2.94496 1.93162 0.27582 0.055
H 3.41482 3.10818 -0.98997 0.097
H 4.56014 1.87048 -0.45541 0.095
C -7.17554 -6.24602 -0.29455 -0.149
O -6.03334 -6.96470 0.13081 -0.262
P -4.61490 -6.59685 -0.78873 0.793
O -3.95484 -7.87444 -0.25708 -0.254
O -4.30629 -5.33122 0.22811 -0.322
C -4.22867 -5.57151 1.62377 -0.111
O -3.19641 -6.22908 -1.70825 -0.290
C -1.98476 -5.95801 -1.02467 -0.163
H -8.02462 -6.53163 0.33138 0.097
H -7.00654 -5.17106 -0.19910 0.077
H -7.40058 -6.49526 -1.33521 0.084
H -4.00307 -6.61549 1.85722 0.091
H -5.17919 -5.29092 2.09028 0.095
H -3.43715 -4.94556 2.04147 0.082
H -1.83637 -6.62746 -0.17433 0.073
H -1.97315 -4.91764 -0.68925 0.072
H -1.15562 -6.09662 -1.72419 0.095
C -1.94898 0.12572 0.34743 -0.157
O -3.20999 -0.14818 0.92787 -0.277
P -4.51407 0.67702 0.14606 0.786
O -5.39840 0.41178 1.37005 -0.256
O -4.63766 -0.57353 -0.92719 -0.306
C -4.80148 -1.89265 -0.43253 -0.120
O -5.81823 1.50223 -0.63568 -0.295
C -6.98862 0.77663 -0.97114 -0.133
H -1.18197 -0.42907 0.89348 0.081
H -1.93656 -0.18374 -0.70008 0.070
H -1.73475 1.19551 0.42083 0.067
H -5.20834 -1.91211 0.58205 0.091
H -3.83330 -2.40480 -0.44684 0.078
H -5.48906 -2.42849 -1.09049 0.091
H -7.27660 0.07777 -0.18253 0.085
H -6.83505 0.23921 -1.91061 0.085
H -7.80540 1.48868 -1.11899 0.098
C 1.68262 6.73846 -6.09885 -0.157
O 0.65392 6.20417 -5.28745 -0.274
P 0.85459 6.56398 -3.60724 0.787
O -0.14049 5.44952 -3.26319 -0.274
O 0.05381 7.99135 -3.83614 -0.303
C -1.23455 7.97146 -4.42890 -0.111
O 1.05520 6.92371 -1.92699 -0.306
C -0.05420 7.40875 -1.19025 -0.138
H 1.48548 6.47002 -7.13969 0.093
H 1.71168 7.82676 -6.00958 0.083
H 2.64528 6.31571 -5.79830 0.080
H -1.72717 7.00067 -4.32804 0.089
H -1.14585 8.22663 -5.49045 0.090
H -1.85470 8.72572 -3.93970 0.095
H -0.97904 6.89159 -1.45570 0.085
H -0.16586 8.48392 -1.35314 0.088
H 0.14081 7.24679 -0.12640 0.093
```

As for the lowest unoccupied orbital energy: -5.11 eV. The value obtained for the orbital gap is 6.21 eV. The HOMO energy comes out at -11.31 eV. Its spin multiplicity is 1. Its net charge is +1.